(1)
C40H88AsF6N4 as an isolated structure in a non-equilibrium geometry. Source: OMol25; level of theory: ωB97M-V/def2-TZVPD.

CARTESIAN COORDINATES (ANGSTROEM)
C  8.23  12.99  18.91
C  9.29  13.65  18.00
C  8.52  14.59  17.03
N  9.35  15.31  16.00
C  8.39  16.15  15.18
C  7.82  17.30  15.94
C  8.95  18.16  16.52
C  9.90  17.36  17.38
C  10.40  16.14  16.59
C  9.91  14.18  15.15
H  8.73  12.48  19.73
H  7.69  12.26  18.30
H  7.55  13.73  19.35
H  9.87  12.91  17.45
H  10.01  14.19  18.62
H  7.98  15.31  17.63
H  7.80  14.06  16.41
H  7.59  15.40  14.94
H  8.85  16.44  14.22
H  7.15  16.97  16.78
H  7.22  17.85  15.21
H  8.48  18.92  17.12
H  9.55  18.62  15.77
H  9.45  16.95  18.30
H  10.77  17.92  17.70
H  10.98  15.49  17.23
H  11.09  16.30  15.75
H  10.59  14.63  14.44
H  9.10  13.67  14.58
H  10.48  13.53  15.83
C  16.12  17.93  10.42
C  15.63  16.92  11.49
C  15.88  15.49  11.12
N  15.32  14.48  12.01
C  15.89  13.07  11.63
C  17.38  13.04  11.93
C  17.69  13.43  13.42
C  17.10  14.82  13.75
C  15.63  14.75  13.42
C  13.85  14.48  11.83
H  17.17  17.73  10.14
H  16.00  18.92  10.80
H  15.55  17.83  9.51
H  14.53  17.13  11.52
H  16.05  17.12  12.46
H  16.96  15.33  11.07
H  15.57  15.28  10.09
H  15.54  13.03  10.60
H  15.32  12.48  12.33
H  17.91  13.73  11.26
H  17.69  12.03  11.65
H  18.73  13.50  13.69
H  17.20  12.66  14.05
H  17.58  15.64  13.20
H  17.28  15.04  14.81
H  15.05  15.68  13.63
H  15.20  13.89  13.92
H  13.39  14.08  12.75
H  13.54  13.80  11.05
H  13.57  15.49  11.60
C  10.93  15.63  21.42
C  12.06  14.62  21.15
C  13.29  15.43  20.89
C  14.47  14.45  20.71
N  15.80  15.02  20.55
C  15.84  16.02  19.40
C  15.97  15.20  18.14
C  16.71  13.91  18.58
C  16.72  13.98  20.10
C  16.23  15.70  21.86
C  16.26  14.92  23.13
C  16.69  15.90  24.30
H  10.59  16.19  20.54
H  11.21  16.31  22.28
H  10.07  15.02  21.71
H  11.84  13.90  20.37
H  12.17  13.98  22.06
H  13.52  16.12  21.74
H  13.16  16.07  20.04
H  14.26  13.93  19.77
H  14.52  13.78  21.56
H  16.72  16.64  19.62
H  14.95  16.64  19.44
H  16.55  15.63  17.33
H  14.92  15.00  17.85
H  17.69  13.95  18.13
H  16.25  13.05  18.20
H  17.76  14.21  20.37
H  16.55  13.02  20.61
H  15.57  16.52  22.01
H  17.26  16.04  21.69
H  17.02  14.11  22.99
H  15.27  14.48  23.34
H  16.06  16.78  24.40
H  17.74  16.27  24.21
H  16.68  15.32  25.22
C  7.49  7.20  9.27
C  7.01  7.62  10.69
C  8.15  7.39  11.75
C  9.05  8.67  11.80
N  10.43  8.47  12.46
C  11.24  9.72  12.41
C  12.74  9.32  12.33
C  12.77  7.91  11.84
C  11.32  7.53  11.68
C  10.29  7.93  13.84
C  9.37  8.78  14.73
C  9.15  8.13  16.05
H  8.57  7.24  9.12
H  7.11  7.91  8.54
H  7.26  6.18  9.00
H  6.23  6.91  10.99
H  6.64  8.63  10.67
H  8.74  6.62  11.27
H  7.71  7.11  12.71
H  8.56  9.49  12.36
H  9.27  8.95  10.73
H  11.04  10.39  13.22
H  10.94  10.17  11.45
H  13.14  9.44  13.32
H  13.28  10.03  11.68
H  13.17  7.29  12.61
H  13.35  7.78  10.95
H  11.05  6.53  12.00
H  10.94  7.56  10.62
H  11.26  7.88  14.28
H  9.86  6.92  13.75
H  8.43  8.83  14.17
H  9.74  9.83  14.86
H  8.59  7.19  15.93
H  8.53  8.68  16.77
H  10.09  8.02  16.53
As  13.59  12.39  16.42
F  12.12  11.52  16.57
F  13.11  12.72  14.69
F  15.03  13.37  16.10
F  14.13  12.19  18.05
F  14.42  11.02  15.93
F  12.77  13.91  16.88

Electronic energy in hartree: -4630.1480
Net charge: +3
Molecular weight in u: 814.08
HOMO-LUMO gap in eV: 11.33
HOMO level in eV: -17.126

***

(2)
A 3-piece molecular cluster, C40H88BO10P2 overall in a non-equilibrium geometry. Source: OMol25; level of theory: ωB97M-V/def2-TZVPD.

CARTESIAN COORDINATES (ANGSTROEM)
C  -2.64  6.41  -2.13
C  -1.35  6.96  -2.79
C  -0.35  5.79  -3.02
C  1.08  6.05  -2.44
C  1.58  4.80  -1.68
C  2.51  3.85  -2.47
C  2.31  3.82  -4.00
C  2.28  2.37  -4.57
C  1.21  2.31  -5.68
C  1.20  0.99  -6.45
C  0.24  0.93  -7.65
C  -1.03  1.79  -7.56
C  -2.21  1.18  -6.76
C  -1.86  0.17  -5.65
B  -3.13  -0.31  -4.74
O  -3.49  0.59  -3.57
C  -3.27  -0.17  -2.39
C  -2.12  -1.08  -2.88
C  -1.55  -2.10  -1.91
C  -2.59  -3.06  -1.28
C  -2.44  -3.15  0.27
C  -2.08  -4.60  0.72
C  -1.59  -4.49  2.19
C  -0.35  -5.36  2.45
C  -0.09  -5.46  3.97
C  1.37  -5.94  4.25
C  2.06  -5.01  5.27
C  1.90  -5.49  6.73
C  3.08  -4.96  7.56
C  2.91  -5.28  9.06
O  -2.69  -1.59  -4.04
H  -3.36  6.08  -2.88
H  -3.12  7.18  -1.51
H  -2.42  5.55  -1.50
H  -1.66  7.29  -3.79
H  -0.93  7.78  -2.22
H  -0.75  4.84  -2.68
H  -0.21  5.67  -4.10
H  1.76  6.34  -3.24
H  0.96  6.86  -1.72
H  2.16  5.17  -0.83
H  0.76  4.24  -1.23
H  3.54  4.04  -2.16
H  2.29  2.84  -2.11
H  1.40  4.30  -4.34
H  3.20  4.27  -4.45
H  3.24  2.11  -5.02
H  2.00  1.65  -3.80
H  0.25  2.38  -5.16
H  1.25  3.19  -6.33
H  1.00  0.19  -5.73
H  2.23  0.83  -6.81
H  0.79  1.16  -8.57
H  -0.09  -0.11  -7.75
H  -1.38  1.91  -8.60
H  -0.86  2.80  -7.19
H  -2.76  2.00  -6.29
H  -2.93  0.70  -7.43
H  -1.40  -0.73  -6.08
H  -1.12  0.66  -5.00
H  -4.18  -0.41  -5.38
H  -4.21  -0.75  -2.31
H  -2.99  0.42  -1.51
H  -1.31  -0.34  -3.01
H  -0.85  -2.72  -2.49
H  -0.93  -1.59  -1.17
H  -3.61  -2.77  -1.56
H  -2.36  -4.06  -1.64
H  -3.33  -2.76  0.78
H  -1.59  -2.55  0.59
H  -2.90  -5.30  0.61
H  -1.21  -4.87  0.12
H  -2.38  -4.84  2.87
H  -1.34  -3.46  2.45
H  -0.46  -6.36  2.04
H  0.53  -4.90  1.97
H  -0.83  -6.14  4.39
H  -0.24  -4.45  4.37
H  1.93  -5.86  3.32
H  1.34  -6.96  4.63
H  3.12  -4.96  5.01
H  1.68  -3.99  5.19
H  1.89  -6.58  6.72
H  0.98  -5.09  7.17
H  3.12  -3.88  7.39
H  4.02  -5.40  7.20
H  3.90  -5.36  9.52
H  2.36  -4.47  9.54
H  2.38  -6.22  9.18
O  -9.21  -3.72  3.78
P  -7.94  -3.06  4.17
O  -8.25  -2.27  5.57
C  -8.47  -3.05  6.75
C  -7.21  -3.76  7.22
O  -7.86  -1.80  3.14
C  -8.78  -1.68  2.05
C  -10.04  -0.94  2.46
O  -6.32  -3.06  4.34
C  -5.60  -4.17  3.75
C  -5.85  -4.32  2.27
H  -9.27  -3.77  6.57
H  -8.80  -2.35  7.51
H  -6.92  -4.55  6.52
H  -7.38  -4.23  8.19
H  -6.38  -3.06  7.30
H  -9.02  -2.66  1.65
H  -8.27  -1.13  1.26
H  -10.41  -1.26  3.44
H  -10.83  -1.08  1.73
H  -9.84  0.13  2.54
H  -5.87  -5.09  4.28
H  -4.54  -3.99  3.94
H  -6.91  -4.53  2.06
H  -5.26  -5.13  1.86
H  -5.60  -3.40  1.74
O  6.78  3.25  -0.48
P  8.10  3.91  -0.34
O  8.09  4.62  1.12
C  8.14  3.79  2.28
C  9.47  3.06  2.44
O  7.95  5.22  -1.30
C  6.81  5.37  -2.15
C  5.67  6.07  -1.45
O  9.73  3.92  -0.53
C  10.30  2.85  -1.31
C  9.73  2.79  -2.72
H  7.32  3.07  2.25
H  7.98  4.44  3.14
H  9.61  2.32  1.65
H  9.52  2.55  3.40
H  10.30  3.76  2.37
H  6.50  4.40  -2.55
H  7.13  5.96  -3.01
H  5.51  5.71  -0.43
H  4.74  5.94  -2.01
H  5.87  7.14  -1.37
H  10.15  1.90  -0.80
H  11.37  3.04  -1.35
H  8.66  2.57  -2.70
H  10.22  2.00  -3.29
H  9.86  3.74  -3.23

Electronic energy in hartree: -3036.9894
Net charge: -1
Molecular weight in u: 801.89
HOMO-LUMO gap in eV: 5.53
HOMO level in eV: -3.893

***

(3)
C40H90F12KN2O26S4 as an isolated structure in a non-equilibrium geometry. Source: OMol25; level of theory: ωB97M-V/def2-TZVPD.

CARTESIAN COORDINATES (ANGSTROEM)
K  1.38  0.77  3.36
C  3.84  7.43  -1.07
F  3.81  7.72  -2.32
F  3.86  6.11  -0.93
F  4.90  7.96  -0.53
S  2.16  8.04  -0.20
O  2.43  7.84  1.19
O  2.00  9.42  -0.57
N  1.00  7.04  -0.91
S  -0.03  7.00  0.19
O  0.29  6.33  1.44
O  -0.69  8.29  0.38
C  -1.38  5.89  -0.66
F  -2.46  6.01  0.06
F  -1.58  6.36  -1.94
F  -1.01  4.57  -0.69
C  1.95  -2.00  -0.11
F  2.17  -3.06  -0.84
F  2.82  -1.90  0.86
F  1.91  -0.82  -0.74
S  0.12  -2.16  0.65
O  -0.71  -2.55  -0.49
O  0.22  -3.27  1.61
N  -0.11  -0.61  1.41
S  -1.28  -0.07  0.53
O  -0.77  0.24  -0.84
O  -2.59  -0.77  0.64
C  -1.55  1.64  1.40
F  -2.26  2.44  0.52
F  -2.40  1.57  2.48
F  -0.45  2.27  1.80
C  -4.55  3.29  -1.34
O  -4.55  3.54  -2.78
C  -4.62  2.28  -3.51
C  -5.70  1.22  -3.24
O  -6.97  1.75  -3.25
C  -7.93  0.72  -3.41
H  -5.59  3.16  -1.03
H  -3.98  4.11  -0.90
H  -4.05  2.35  -1.14
H  -3.68  1.74  -3.53
H  -4.66  2.67  -4.53
H  -5.48  0.84  -2.24
H  -5.53  0.26  -3.73
H  -8.90  1.21  -3.45
H  -8.18  0.21  -2.48
H  -7.97  0.05  -4.27
C  -4.06  -8.86  4.59
O  -3.55  -7.84  3.85
C  -3.36  -8.18  2.43
C  -2.39  -7.18  1.75
O  -3.06  -5.94  1.60
C  -2.30  -4.93  0.98
H  -4.36  -8.48  5.57
H  -3.33  -9.65  4.80
H  -4.96  -9.26  4.14
H  -4.33  -8.15  1.94
H  -3.00  -9.20  2.33
H  -2.14  -7.61  0.78
H  -1.46  -7.09  2.31
H  -2.59  -3.96  1.39
H  -2.37  -4.98  -0.11
H  -1.24  -5.04  1.17
C  1.58  2.59  -1.06
O  1.14  3.17  -2.22
C  1.11  2.28  -3.32
C  0.87  2.88  -4.72
O  -0.11  3.86  -4.67
C  -1.41  3.45  -4.27
H  1.03  3.08  -0.25
H  2.66  2.71  -0.96
H  1.34  1.53  -1.12
H  0.23  1.65  -3.19
H  2.02  1.67  -3.38
H  0.73  2.17  -5.53
H  1.79  3.43  -4.92
H  -1.96  4.39  -4.34
H  -1.54  3.11  -3.24
H  -1.66  2.60  -4.90
C  1.10  4.39  4.30
O  2.08  3.56  3.84
C  2.86  4.25  2.80
C  3.91  3.27  2.12
O  3.38  2.04  1.57
C  4.43  1.31  0.93
H  0.26  4.46  3.60
H  1.47  5.39  4.56
H  0.76  3.96  5.24
H  3.50  4.95  3.33
H  2.21  4.84  2.15
H  4.76  3.22  2.81
H  4.33  3.90  1.33
H  4.01  0.57  0.25
H  5.21  0.95  1.61
H  4.95  1.93  0.20
C  -4.21  -1.55  3.97
O  -3.35  -2.61  4.16
C  -1.95  -2.12  3.98
C  -0.88  -3.10  4.55
O  -1.02  -4.44  4.02
C  0.10  -5.27  4.11
H  -5.26  -1.85  3.90
H  -3.98  -1.05  3.03
H  -4.05  -0.86  4.79
H  -1.82  -1.16  4.47
H  -1.75  -1.76  2.98
H  -0.94  -3.18  5.63
H  0.13  -2.77  4.29
H  0.57  -5.35  5.09
H  0.87  -5.00  3.39
H  -0.23  -6.29  3.91
C  5.86  -1.43  -1.36
O  6.20  -2.18  -2.56
C  7.18  -1.48  -3.32
C  7.42  -2.22  -4.64
O  8.14  -1.45  -5.42
C  8.48  -2.25  -6.63
H  5.07  -1.78  -0.71
H  5.65  -0.39  -1.60
H  6.78  -1.46  -0.78
H  8.14  -1.47  -2.78
H  6.76  -0.48  -3.43
H  6.53  -2.66  -5.11
H  7.97  -3.13  -4.39
H  9.24  -1.78  -7.25
H  7.65  -2.18  -7.33
H  8.78  -3.27  -6.43
C  -4.02  -1.88  -4.81
O  -3.33  -1.43  -3.58
C  -1.92  -1.69  -3.53
C  -1.56  -3.26  -3.58
O  -1.46  -3.87  -4.89
C  -0.43  -3.44  -5.70
H  -3.87  -2.86  -5.25
H  -3.72  -1.30  -5.68
H  -5.11  -1.80  -4.73
H  -1.53  -1.21  -2.63
H  -1.41  -1.13  -4.31
H  -2.29  -3.81  -2.97
H  -0.71  -3.54  -2.96
H  -0.19  -4.35  -6.24
H  0.46  -2.97  -5.30
H  -0.87  -2.82  -6.49
C  4.26  -4.22  1.83
O  4.68  -5.43  2.31
C  5.84  -5.52  3.07
C  7.22  -5.12  2.44
O  7.37  -3.76  2.07
C  7.47  -2.76  3.01
H  3.33  -4.60  1.41
H  4.91  -3.97  0.99
H  4.18  -3.42  2.56
H  5.86  -6.55  3.44
H  5.68  -5.00  4.01
H  7.21  -5.70  1.51
H  8.11  -5.40  3.00
H  6.49  -2.58  3.46
H  7.72  -1.81  2.54
H  8.24  -3.02  3.73
C  -3.96  3.69  4.35
O  -4.45  4.92  3.86
C  -4.56  4.96  2.41
C  -5.99  4.66  1.94
O  -6.34  5.43  0.76
C  -7.06  6.65  1.11
H  -4.55  2.86  3.96
H  -4.02  3.69  5.44
H  -2.92  3.52  4.08
H  -3.82  4.33  1.93
H  -4.17  5.95  2.15
H  -6.71  4.82  2.75
H  -6.13  3.62  1.65
H  -7.56  6.89  0.17
H  -6.49  7.52  1.44
H  -7.78  6.27  1.84

Electronic energy in hartree: -7034.0992
Net charge: 0
Molecular weight in u: 1410.49
HOMO-LUMO gap (spin up / spin down) in eV: 7.71 / 3.00
HOMO level (spin up / spin down) in eV: -8.731 / -8.731
⟨S²⟩: 0.76
Multiplicity: 2